No. 1
ORCA calculation (ωB97M-V with the def2-TZVPD basis set) on a cluster of 2 separate species, C2H10N3 in total at a distorted geometry.

Values from the calculation:
Energy relative to the best compared isomer or geometry (same formula, charge and spin): 440.5 kJ/mol
Strongest force on any atom: 6.4 eV/Å
M: 76.123 g/mol
Total charge: +1
E_tot: -246.0909 Eh
LUMO energy (alpha / beta): -4.35 / -4.07 eV

Cartesian coordinates (Å):
C -2.745 -0.429 0.042
C -1.318 -0.380 0.197
N 0.748 1.388 -0.010
N -0.544 1.168 -0.011
N 2.658 -0.431 0.061
H -3.170 0.528 -0.243
H -3.016 -1.187 -0.702
H -3.211 -0.747 0.982
H -0.570 -1.136 0.270
H 1.028 2.356 0.053
H 1.481 0.595 0.020
H -1.204 1.929 -0.093
H 2.452 -1.287 0.563
H 2.953 -0.683 -0.877
H 3.451 0.000 0.522

Atom charges from the natural (NBO) analysis, given in e for atoms 1 to 5: -0.74, 0.14, -0.50, -0.27, -1.05

---

No. 2
ORCA calculation (ωB97M-V with the def2-TZVPD basis set) on a cluster of 4 separate species, C2H12O3S2 in total at a distorted geometry.

Values from the calculation:
Energy relative to the best compared isomer or geometry (same formula, charge and spin): 185.1 kJ/mol
Strongest force on any atom: 5.1 eV/Å
M: 148.249 g/mol
Total charge: 0
Structure (SMILES): CCSS.O.O.O
E_tot: -1105.4311 Eh
LUMO energy: 0.41 eV

Cartesian coordinates (Å):
C 1.880 -2.204 -2.122
C 2.406 -1.881 -0.751
S 3.502 -0.362 -0.734
S 2.713 0.735 0.803
H 1.082 -1.599 -2.551
H 2.834 -2.278 -2.838
H 1.530 -3.235 -2.012
H 1.613 -1.949 -0.032
H 3.236 -2.562 -0.398
H 3.291 1.948 0.810
O -0.515 0.980 -0.539
H 0.256 0.404 -0.481
H -0.061 1.818 -0.349
O -2.083 3.419 0.769
H -2.312 2.594 0.528
H -2.852 3.901 1.091
O -5.635 -0.253 2.826
H -5.588 0.489 2.319
H -5.297 0.035 3.660

Atom charges from the natural (NBO) analysis, given in e for atoms 1 to 5: -0.62, -0.50, 0.05, -0.20, 0.23

---

No. 3
ORCA calculation (ωB97M-V with the def2-TZVPD basis set) on an isolated molecule of C4H2O2.

Values from the calculation:
Energy relative to the best compared isomer or geometry (same formula, charge and spin): 353.2 kJ/mol
Strongest force on any atom: 0.8 eV/Å
M: 82.058 g/mol
Total charge: 0
E_tot: -303.8753 Eh
LUMO energy: -1.35 eV

Cartesian coordinates (Å):
O 0.599 2.486 0.446
C 0.529 1.367 0.004
C 1.189 0.545 -1.034
C 0.263 -0.176 -0.442
C -0.577 -1.354 -0.134
O -1.427 -1.354 0.719
H -0.346 0.730 0.589
H -0.333 -2.222 -0.772

Atom charges from the natural (NBO) analysis, given in e for atoms 1 to 5: -0.46, 0.38, -0.09, -0.13, 0.37

---

No. 4
ORCA calculation (ωB97M-V with the def2-TZVPD basis set) on a cluster of 2 separate species, C7H13F3NO3P in total at a distorted geometry.

Values from the calculation:
Energy relative to the best compared isomer or geometry (same formula, charge and spin): 234.1 kJ/mol
Strongest force on any atom: 3.9 eV/Å
M: 247.153 g/mol
Total charge: 0
E_tot: -1195.8714 Eh
LUMO energy: -0.06 eV

Cartesian coordinates (Å):
C -0.092 0.804 -1.240
C 1.338 -0.923 2.761
C 0.577 -3.475 -1.124
C -1.543 1.272 -3.207
C 0.899 0.611 2.561
C 0.839 -1.961 -0.941
C -1.179 3.280 -0.083
N -0.880 1.023 -2.157
O -1.968 -0.149 0.743
O 0.495 0.877 1.278
O 0.184 -1.420 0.216
F -1.624 4.531 -0.158
F 0.038 3.230 -0.415
F -1.177 2.873 1.286
P -0.547 0.054 0.316
H 1.835 -1.053 3.705
H 0.389 -1.418 2.821
H 1.885 -1.258 1.898
H 0.658 -3.868 -0.128
H -0.419 -3.546 -1.505
H 1.309 -4.049 -1.756
H -1.708 2.689 -0.898
H -2.088 2.231 -3.315
H -1.495 0.703 -4.046
H 1.837 1.344 2.675
H 0.052 0.674 3.304
H 0.433 -1.415 -1.827
H 1.955 -1.659 -0.767

Atom charges from the natural (NBO) analysis, given in e for atoms 1 to 5: -0.17, -0.63, -0.64, -0.24, -0.05

---

No. 5
ORCA calculation (ωB97M-V with the def2-TZVPD basis set) on an isolated molecule of FOPS at a distorted geometry.

Values from the calculation:
Energy relative to the best compared isomer or geometry (same formula, charge and spin): 237.6 kJ/mol
Strongest force on any atom: 2.8 eV/Å
M: 98.038 g/mol
Total charge: 0
Structure (SMILES): O=PSF
E_tot: -914.6081 Eh
LUMO energy: -1.70 eV

Cartesian coordinates (Å):
O 0.914 1.063 -1.405
P 0.107 -0.136 -1.325
S -0.237 0.067 1.118
F -0.955 -1.225 1.918

For each atom in turn, the natural (NBO) charge in e is: -0.97, 1.29, 0.16, -0.49

---

No. 6
ORCA calculation (ωB97M-V with the def2-TZVPD basis set) on a cluster of 2 separate species, C5H6N2O in total at a distorted geometry.

Values from the calculation:
Energy relative to the best compared isomer or geometry (same formula, charge and spin): 441.6 kJ/mol
Strongest force on any atom: 7.0 eV/Å
M: 110.116 g/mol
Total charge: 0
E_tot: -378.7027 Eh
LUMO energy: 0.84 eV

Cartesian coordinates (Å):
C -0.169 -0.070 1.425
C 1.354 -0.303 -0.113
C 0.108 0.103 0.116
C -0.927 0.412 -0.895
C -1.008 0.687 -2.282
H -1.264 -0.309 2.894
H 2.790 -0.686 1.273
H 2.075 -0.670 -0.966
H -2.023 0.311 -0.696
H -0.005 1.496 -3.020
H -2.146 0.464 -2.752
N 0.827 -0.535 2.024
N 1.764 -0.836 1.059
O -1.376 -0.065 1.932

Atom charges from the natural (NBO) analysis, given in e for atoms 1 to 5: 0.45, 0.01, -0.25, -0.23, -0.40

---

No. 7
ORCA calculation (ωB97M-V with the def2-TZVPD basis set) on an isolated molecule of C5H12N2 at a distorted geometry.

Values from the calculation:
Energy relative to the best compared isomer or geometry (same formula, charge and spin): 465.8 kJ/mol
Strongest force on any atom: 4.6 eV/Å
M: 100.165 g/mol
Total charge: 0
E_tot: -307.0519 Eh
LUMO energy (alpha / beta): 0.67 / 0.60 eV

Cartesian coordinates (Å):
C 0.077 -0.021 0.008
C 1.083 0.702 -0.906
C 1.487 -1.538 1.421
C -1.422 1.828 -0.675
C 0.417 -1.442 0.330
N -2.695 0.232 0.227
N -1.314 0.432 -0.063
H 1.170 1.645 -0.437
H 0.777 0.724 -1.971
H 2.040 0.232 -0.939
H 2.556 -1.640 1.026
H 1.148 -2.303 2.125
H 1.451 -0.576 1.886
H -2.504 2.081 -0.455
H -0.603 2.400 -0.299
H -1.220 1.804 -1.741
H -0.535 -1.922 0.574
H 0.945 -1.861 -0.527
H -2.858 -0.778 0.415

Atom charges from the natural (NBO) analysis, given in e for atoms 1 to 5: 0.17, -0.67, -0.61, -0.42, -0.46

---

No. 8
ORCA calculation (ωB97M-V with the def2-TZVPD basis set) on a structure of composition C25H15BrCl2IMnN2O7S at a distorted geometry.

Values from the calculation:
Energy relative to the best compared isomer or geometry (same formula, charge and spin): 79.8 kJ/mol
Strongest force on any atom: 6.6 eV/Å
Spin multiplicity: 6
M: 820.121 g/mol
Total charge: -1
E_tot: -6938.3374 Eh
LUMO energy (alpha / beta): 1.93 / 0.65 eV

Cartesian coordinates (Å):
Mn 0.467 0.161 0.541
Cl 1.572 -0.948 1.720
C 0.632 -1.718 2.740
C 3.071 -2.440 3.443
C 2.627 -2.837 4.798
C 1.318 -3.034 5.215
C 0.007 -2.891 4.682
Cl -1.277 -3.497 5.676
C -0.401 -2.225 3.443
S -1.908 -1.842 2.729
H 2.335 -2.775 2.732
H 3.380 -2.954 5.567
H 1.272 -3.408 6.234
O -3.491 3.643 -2.967
C -2.650 2.898 -2.213
C -2.951 2.495 -0.918
C -2.023 1.744 -0.230
N -0.834 1.393 -0.744
C -0.583 1.769 -1.989
Br 1.060 1.240 -2.757
C -1.440 2.520 -2.771
H -4.282 3.848 -2.456
H -3.887 2.759 -0.444
H -2.208 1.412 0.781
H -1.175 2.806 -3.777
I 6.395 1.195 1.489
C 4.383 1.706 1.701
C 3.998 2.776 2.398
C 2.574 3.000 2.643
C 1.631 2.414 1.898
C 1.997 1.573 0.706
C 3.361 0.796 1.105
C 0.200 2.342 2.365
O -0.314 3.167 3.098
O -0.400 1.256 1.942
H 4.723 3.423 2.876
H 2.282 3.589 3.505
H 2.191 2.199 -0.168
H 3.676 0.211 0.235
O 0.147 -3.413 0.257
C 0.585 -2.350 -0.082
O 0.361 -1.363 -0.894
C 2.152 -2.047 0.696
C 3.272 -2.739 0.265
C 4.317 -2.785 1.216
C 4.371 -2.321 2.705
C 3.644 -0.970 3.223
C 2.982 -0.274 2.163
N 4.111 -0.350 4.462
O 3.634 0.717 4.775
O 4.931 -0.972 5.123
H 3.368 -3.157 -0.726
H 5.249 -3.263 0.931
H 5.304 -2.555 3.203
H 1.050 0.067 2.440

Atom charges from the natural (NBO) analysis, given in e for atoms 1 to 5: 0.94, 1.18, -0.33, -0.26, -0.14